No. 1
The following is a DFT calculation (ωB97M-V/def2-TZVPD) of C11H19ClNO3 in the gas phase at a distorted geometry.

Orbital gap (alpha / beta) (eV): 9.64 / 9.49
Strongest force on any atom (eV/A): 5.39
Spin multiplicity: 2
⟨S²⟩: 0.754

CARTESIAN COORDINATES (ANGSTROEM)
C (-2.460, -0.629, -0.359)
C (-1.066, -0.941, 0.371)
C (-1.292, -2.347, 1.170)
C (0.041, -1.243, -0.753)
C (1.247, -0.154, -0.780)
O (2.235, -0.400, 0.254)
C (1.962, -0.296, -2.214)
C (3.182, -1.359, -2.081)
O (4.320, -0.913, -2.351)
Cl (2.916, -3.104, -1.608)
C (0.522, 1.292, -0.569)
C (-0.255, 1.370, 0.834)
C (0.809, 2.010, 1.901)
C (-1.452, 2.447, 0.737)
N (-0.654, 0.051, 1.407)
O (-1.571, 0.212, 2.339)
H (-3.276, -0.505, 0.436)
H (-2.732, -1.581, -0.956)
H (-2.391, 0.247, -1.086)
H (-1.444, -3.136, 0.338)
H (-0.382, -2.636, 1.798)
H (-2.273, -2.320, 1.753)
H (-0.494, -1.121, -1.772)
H (0.406, -2.324, -0.684)
H (1.821, -0.952, 0.960)
H (1.239, -0.627, -3.049)
H (2.382, 0.722, -2.515)
H (1.215, 2.171, -0.777)
H (-0.293, 1.326, -1.393)
H (0.147, 2.421, 2.755)
H (1.466, 1.163, 2.286)
H (1.385, 2.893, 1.461)
H (-1.115, 3.393, 0.166)
H (-2.383, 2.065, 0.203)
H (-1.763, 2.805, 1.779)

Atomic forces in eV per Å
C 0.009 -0.646 0.344
C -0.545 -3.073 -0.096
C -0.537 0.099 -1.270
C -0.033 1.058 -0.271
C -1.586 -0.398 -0.325
O -1.097 -0.358 -0.219
C -0.066 -0.461 0.621
C 3.360 3.641 -1.569
O -4.454 -2.724 1.320
Cl 0.066 1.482 -0.437
C -0.987 -1.624 -1.123
C 2.324 3.037 0.434
C -1.448 -0.141 0.359
C -0.230 0.310 -0.037
N -2.456 1.388 -1.213
O 1.558 -0.613 -0.708
H 1.169 0.162 -1.232
H 0.495 1.574 0.853
H -0.191 -1.114 1.079
H 0.361 1.091 1.401
H -1.363 0.493 -0.744
H 1.627 0.039 -0.471
H 0.874 -0.316 1.622
H -0.279 1.669 -0.027
H 0.404 0.676 -0.838
H 1.050 0.388 1.503
H -0.081 -1.673 0.372
H -0.826 -1.190 0.694
H 1.305 0.004 1.083
H 1.345 -0.759 -1.116
H -0.612 1.436 -0.535
H -0.685 -1.438 0.516
H -0.220 -1.611 0.817
H 1.293 0.332 0.706
H 0.456 -0.741 -1.494

---

No. 2
The following is a DFT calculation (ωB97M-V/def2-TZVPD) of a molecular structure, C11H19I2NO2PS7SbTi at a distorted geometry.

ΔE to the lowest compared entry with this formula, charge and spin (kcal per mole): 35.8
Orbital gap (eV): 6.01
Strongest force on any atom (eV/A): 1.43
Total charge: -2

CARTESIAN COORDINATES (ANGSTROEM)
Ti (0.318, 0.129, -0.095)
S (3.845, 2.197, 2.201)
Sb (3.026, 0.182, 1.610)
S (2.476, 0.318, -0.729)
S (0.565, 0.124, 2.090)
S (3.956, -1.756, 2.240)
S (-2.086, -0.558, -0.670)
C (-2.378, -1.839, 0.460)
N (-2.387, -3.128, 0.056)
C (-2.562, -4.180, 0.875)
C (-2.799, -3.972, 2.206)
C (-2.822, -2.658, 2.679)
C (-2.623, -1.605, 1.817)
H (-2.041, -3.333, -0.883)
H (-2.435, -5.152, 0.405)
H (-2.911, -4.820, 2.864)
H (-2.977, -2.461, 3.732)
H (-2.616, -0.582, 2.162)
C (1.817, 4.430, -2.273)
C (1.631, 5.101, -0.925)
C (1.195, 6.551, -1.047)
O (0.734, 4.415, -0.032)
P (-0.634, 3.649, -0.274)
S (-1.490, 3.313, 1.426)
S (-0.371, 2.051, -1.520)
O (-1.384, 4.727, -1.234)
C (-2.543, 4.423, -2.028)
C (-3.800, 4.404, -1.177)
C (-2.590, 5.484, -3.111)
H (2.583, 4.982, -2.824)
H (0.895, 4.439, -2.855)
H (2.139, 3.397, -2.155)
H (2.580, 5.055, -0.386)
H (0.232, 6.616, -1.553)
H (1.937, 7.114, -1.619)
H (1.099, 7.000, -0.058)
H (-2.395, 3.441, -2.483)
H (-3.949, 5.378, -0.704)
H (-3.722, 3.651, -0.395)
H (-4.665, 4.177, -1.805)
H (-2.700, 6.474, -2.662)
H (-3.438, 5.306, -3.776)
H (-1.674, 5.469, -3.702)
I (0.674, -2.604, -0.801)
I (-0.769, -6.323, -1.628)

Atomic forces in eV per Å
Ti 0.144 -1.316 -0.549
S -0.040 -0.007 0.058
Sb -0.010 0.150 0.135
S 0.264 0.372 -0.231
S -0.018 0.114 0.117
S -0.037 -0.023 -0.002
S -0.176 0.278 0.305
C -0.051 0.062 -0.103
N 0.122 0.009 0.046
C 0.020 -0.105 -0.019
C 0.025 -0.049 0.024
C -0.010 0.039 -0.042
C -0.053 -0.030 0.103
H -0.020 -0.017 -0.057
H 0.007 0.042 -0.033
H -0.027 0.015 0.003
H 0.000 -0.010 0.000
H 0.023 0.029 -0.022
C -0.029 -0.003 0.004
C 0.068 0.009 -0.016
C -0.027 -0.002 -0.005
O -0.085 -0.086 0.103
P -0.064 -0.002 -0.080
S -0.036 0.043 -0.107
S -0.060 -0.048 0.066
O 0.052 -0.038 0.035
C 0.007 0.024 0.052
C 0.002 0.009 0.001
C 0.001 -0.002 -0.022
H 0.002 -0.013 0.007
H 0.001 0.015 -0.003
H 0.014 -0.005 0.009
H 0.005 -0.012 0.006
H 0.006 0.003 -0.009
H 0.004 -0.008 0.014
H -0.004 -0.002 -0.002
H 0.007 -0.028 0.000
H 0.005 -0.009 -0.001
H -0.004 -0.002 -0.002
H 0.008 0.010 0.000
H 0.002 -0.009 0.000
H 0.001 0.002 0.002
H -0.005 0.001 0.007
I 0.245 0.662 0.179
I -0.276 -0.062 0.027

---

No. 3
The following is a DFT calculation (ωB97M-V/def2-TZVPD) of a molecular structure, C11H19InN2O10 at a distorted geometry.

ΔE to the lowest compared entry with this formula, charge and spin (kcal per mole): 15.7
Orbital gap (eV): 3.22
Strongest force on any atom (eV/A): 6.36
Total charge: -2

CARTESIAN COORDINATES (ANGSTROEM)
In (-1.671, 1.442, -2.000)
C (-1.942, -1.557, -3.854)
O (-1.514, -0.437, -4.298)
O (-2.068, -1.483, -2.580)
O (-2.756, -2.127, -4.642)
C (-4.433, 2.289, -3.928)
O (-5.417, 1.797, -4.529)
O (-4.360, 2.379, -2.655)
O (-3.325, 2.403, -4.566)
N (2.203, 2.585, -3.076)
O (1.014, 2.346, -2.732)
O (3.149, 2.047, -2.487)
O (2.383, 3.401, -4.008)
C (1.209, -0.569, -1.107)
C (1.143, -0.925, 0.378)
C (2.403, -0.248, 0.985)
C (2.291, -0.197, 2.453)
C (1.117, 0.701, 2.817)
C (-0.205, 0.013, 2.396)
N (-0.047, -0.278, 0.944)
O (-1.248, -0.605, 0.316)
C (-0.571, -1.177, 3.308)
C (-1.326, 1.046, 2.590)
C (1.247, -2.462, 0.569)
H (1.483, 0.480, -1.228)
H (0.251, -0.674, -1.622)
H (1.921, -1.080, -1.758)
H (3.326, -0.747, 0.677)
H (2.570, 0.757, 0.592)
H (3.148, 0.250, 2.974)
H (2.221, -1.127, 3.028)
H (1.179, 1.633, 2.254)
H (1.085, 0.857, 3.897)
H (-1.610, -1.477, 3.167)
H (0.042, -2.071, 3.168)
H (-0.409, -0.948, 4.364)
H (-1.318, 1.710, 1.724)
H (-2.295, 0.547, 2.553)
H (-1.215, 1.618, 3.510)
H (1.644, -2.996, -0.294)
H (0.223, -2.795, 0.754)
H (1.898, -2.791, 1.383)
H (-1.420, -1.526, 0.567)

Atomic forces in eV per Å
In -0.201 -0.240 -0.744
C -5.065 3.834 0.276
O 2.208 0.234 -0.739
O 1.156 -1.861 0.374
O 1.629 -1.760 0.466
C 1.313 -2.485 0.343
O -0.463 0.858 -0.039
O -0.180 0.655 -0.095
O -0.329 0.755 0.051
N -0.911 0.914 -0.672
O 0.094 -0.272 0.341
O 0.292 -0.195 0.146
O 0.447 -0.398 0.353
C -0.666 0.811 -0.911
C 1.648 0.050 -0.931
C 0.326 -0.575 -0.448
C 0.483 1.197 2.398
C -0.674 -1.286 -0.128
C 0.166 0.418 -0.039
N 0.434 1.042 0.899
O 0.082 -0.610 0.488
C 0.616 -0.662 -0.077
C -0.199 -0.232 -1.100
C -0.561 0.066 0.244
H -0.152 0.062 0.097
H -0.086 -0.308 0.187
H 0.225 -0.494 0.610
H -0.286 -0.513 -0.176
H -0.528 0.109 -0.002
H 0.391 0.154 -0.566
H -0.336 -0.427 -0.624
H 0.068 0.152 0.234
H -0.057 0.304 -0.018
H -0.030 0.046 0.019
H 0.078 0.066 -0.361
H -0.285 0.382 0.008
H 0.093 0.245 0.172
H -0.077 0.124 0.208
H 0.035 -0.116 0.076
H -0.249 0.302 -0.284
H 0.147 -0.573 0.000
H -0.248 0.295 0.370
H -0.347 -0.066 -0.407

---

No. 4
The following is a DFT calculation (ωB97M-V/def2-TZVPD) of a molecular structure, C11H19N5O9P2STa at a distorted geometry.

Orbital gap (eV): 6.43
Strongest force on any atom (eV/A): 3.97
Total charge: +3

CARTESIAN COORDINATES (ANGSTROEM)
Ta (0.292, -0.209, -1.065)
N (-2.035, 3.534, 0.097)
C (-1.469, 2.345, 0.007)
S (-1.361, 1.582, -1.587)
N (-1.013, 1.766, 1.083)
N (-0.499, 0.552, 0.920)
C (-0.262, -0.179, 1.956)
C (0.047, -1.573, 1.719)
C (0.372, -2.457, 2.732)
C (0.564, -3.798, 2.419)
C (0.389, -4.211, 1.106)
C (0.082, -3.265, 0.143)
N (-0.078, -1.972, 0.433)
H (-2.406, 4.006, -0.710)
H (-2.117, 3.978, 1.000)
H (-0.412, 0.212, 2.956)
H (0.474, -2.096, 3.747)
H (0.835, -4.508, 3.189)
H (0.487, -5.253, 0.834)
H (-0.051, -3.542, -0.895)
C (4.101, -0.079, -3.644)
C (3.622, 0.231, -2.231)
O (4.620, 0.663, -1.335)
P (3.019, -1.229, -1.295)
O (4.192, -2.135, -0.859)
O (2.084, -2.176, -2.159)
O (2.101, -0.782, -0.182)
P (2.115, 1.290, -2.250)
O (2.480, 2.541, -3.076)
O (1.522, 1.555, -0.877)
O (1.062, 0.328, -2.859)
H (4.902, -0.818, -3.625)
H (4.485, 0.832, -4.105)
H (3.282, -0.447, -4.265)
H (5.112, 1.429, -1.669)
H (4.974, -1.754, -0.413)
H (2.524, -2.814, -2.750)
H (1.902, 3.323, -3.122)
N (-4.384, -1.791, -2.808)
C (-2.979, -2.129, -3.178)
C (-2.076, -1.544, -2.091)
O (-2.600, -1.163, -1.054)
O (-0.799, -1.462, -2.308)
H (-5.020, -2.588, -2.862)
H (-4.770, -1.041, -3.382)
H (-4.325, -1.459, -1.822)
H (-2.708, -1.730, -4.153)
H (-2.850, -3.210, -3.211)

Atomic forces in eV per Å
Ta -3.605 0.022 1.663
N -0.099 0.134 -0.138
C 0.359 -0.567 0.000
S 0.322 -0.297 0.174
N -0.172 0.800 0.641
N 0.565 -0.566 -1.182
C -0.168 0.223 -0.063
C 0.072 -0.416 0.089
C -0.058 0.228 -0.045
C -0.021 -0.065 -0.161
C -0.009 -0.017 0.207
C -0.107 0.056 -0.187
N 0.262 0.373 -0.387
H -0.004 0.038 -0.009
H -0.011 -0.005 0.043
H -0.036 0.077 -0.018
H -0.024 -0.020 0.004
H -0.030 -0.001 0.013
H 0.011 0.016 -0.047
H 0.069 -0.019 0.009
C -0.050 -0.083 -0.059
C -0.004 0.152 0.192
O -0.072 0.101 0.030
P 1.217 -1.164 -0.273
O 0.173 0.259 0.100
O 0.671 0.019 0.024
O -0.272 0.178 -0.421
P 0.998 1.394 -0.451
O 0.017 -0.110 -0.075
O 0.003 -0.333 0.025
O 0.023 -0.659 0.011
H 0.016 0.014 0.034
H 0.019 0.005 0.020
H 0.033 0.007 -0.027
H 0.026 -0.037 -0.060
H -0.137 -0.026 -0.139
H -0.209 0.074 -0.047
H 0.074 -0.115 0.044
N 0.117 0.014 0.203
C 0.690 -0.030 -0.176
C -0.896 0.144 0.962
O 0.054 -0.281 -0.318
O 0.613 0.518 -0.017
H -0.025 -0.051 -0.032
H -0.037 0.039 -0.036
H -0.130 -0.032 -0.078
H -0.163 0.024 -0.035
H -0.065 -0.016 -0.007

---

Q: Number 2 is which compound?
A: C11H19I2NO2PS7SbTi

---

Repeat the second record exactly.
The following is a DFT calculation (ωB97M-V/def2-TZVPD) of a molecular structure, C11H19I2NO2PS7SbTi at a distorted geometry.

ΔE to the lowest compared entry with this formula, charge and spin (kcal per mole): 35.8
Orbital gap (eV): 6.01
Strongest force on any atom (eV/A): 1.43
Total charge: -2

CARTESIAN COORDINATES (ANGSTROEM)
Ti (0.318, 0.129, -0.095)
S (3.845, 2.197, 2.201)
Sb (3.026, 0.182, 1.610)
S (2.476, 0.318, -0.729)
S (0.565, 0.124, 2.090)
S (3.956, -1.756, 2.240)
S (-2.086, -0.558, -0.670)
C (-2.378, -1.839, 0.460)
N (-2.387, -3.128, 0.056)
C (-2.562, -4.180, 0.875)
C (-2.799, -3.972, 2.206)
C (-2.822, -2.658, 2.679)
C (-2.623, -1.605, 1.817)
H (-2.041, -3.333, -0.883)
H (-2.435, -5.152, 0.405)
H (-2.911, -4.820, 2.864)
H (-2.977, -2.461, 3.732)
H (-2.616, -0.582, 2.162)
C (1.817, 4.430, -2.273)
C (1.631, 5.101, -0.925)
C (1.195, 6.551, -1.047)
O (0.734, 4.415, -0.032)
P (-0.634, 3.649, -0.274)
S (-1.490, 3.313, 1.426)
S (-0.371, 2.051, -1.520)
O (-1.384, 4.727, -1.234)
C (-2.543, 4.423, -2.028)
C (-3.800, 4.404, -1.177)
C (-2.590, 5.484, -3.111)
H (2.583, 4.982, -2.824)
H (0.895, 4.439, -2.855)
H (2.139, 3.397, -2.155)
H (2.580, 5.055, -0.386)
H (0.232, 6.616, -1.553)
H (1.937, 7.114, -1.619)
H (1.099, 7.000, -0.058)
H (-2.395, 3.441, -2.483)
H (-3.949, 5.378, -0.704)
H (-3.722, 3.651, -0.395)
H (-4.665, 4.177, -1.805)
H (-2.700, 6.474, -2.662)
H (-3.438, 5.306, -3.776)
H (-1.674, 5.469, -3.702)
I (0.674, -2.604, -0.801)
I (-0.769, -6.323, -1.628)

Atomic forces in eV per Å
Ti 0.144 -1.316 -0.549
S -0.040 -0.007 0.058
Sb -0.010 0.150 0.135
S 0.264 0.372 -0.231
S -0.018 0.114 0.117
S -0.037 -0.023 -0.002
S -0.176 0.278 0.305
C -0.051 0.062 -0.103
N 0.122 0.009 0.046
C 0.020 -0.105 -0.019
C 0.025 -0.049 0.024
C -0.010 0.039 -0.042
C -0.053 -0.030 0.103
H -0.020 -0.017 -0.057
H 0.007 0.042 -0.033
H -0.027 0.015 0.003
H 0.000 -0.010 0.000
H 0.023 0.029 -0.022
C -0.029 -0.003 0.004
C 0.068 0.009 -0.016
C -0.027 -0.002 -0.005
O -0.085 -0.086 0.103
P -0.064 -0.002 -0.080
S -0.036 0.043 -0.107
S -0.060 -0.048 0.066
O 0.052 -0.038 0.035
C 0.007 0.024 0.052
C 0.002 0.009 0.001
C 0.001 -0.002 -0.022
H 0.002 -0.013 0.007
H 0.001 0.015 -0.003
H 0.014 -0.005 0.009
H 0.005 -0.012 0.006
H 0.006 0.003 -0.009
H 0.004 -0.008 0.014
H -0.004 -0.002 -0.002
H 0.007 -0.028 0.000
H 0.005 -0.009 -0.001
H -0.004 -0.002 -0.002
H 0.008 0.010 0.000
H 0.002 -0.009 0.000
H 0.001 0.002 0.002
H -0.005 0.001 0.007
I 0.245 0.662 0.179
I -0.276 -0.062 0.027